Molecular formula: C44H51NP2PtSi
Method: DFT, ωB97M-V/def2-TZVPD

Element x y z (Å)
Pt  -0.14526  0.14932  -0.55338
C  -1.69811  0.95390  -5.73751
C  -1.75814  -0.35843  -5.52781
C  -1.21564  -1.38362  -6.48944
C  0.16246  -1.07276  -7.13488
C  1.13406  -0.26420  -6.31416
C  1.17203  1.07120  -6.28438
C  0.23858  1.99721  -7.00220
C  -1.22953  1.54964  -7.03928
C  1.45574  0.43948  0.75871
H  -2.09410  1.67027  -5.02060
H  -2.38540  -0.75456  -4.71563
H  -1.93771  -1.52370  -7.30930
H  -1.14185  -2.35570  -5.99257
H  0.64538  -2.03937  -7.35615
H  -0.00455  -0.61218  -8.12352
H  1.96841  -0.84233  -5.88758
H  2.06907  1.58921  -5.93733
H  0.58844  2.15384  -8.03471
H  0.29961  2.97860  -6.51727
H  -1.84569  2.42699  -7.27753
H  -1.37708  0.85126  -7.87194
H  1.27950  1.34581  1.34377
H  2.47216  0.44450  0.34395
H  1.33410  -0.46635  1.36240
P  -1.56572  -0.71726  -2.00792
P  1.56895  0.09898  -1.96779
C  -0.41972  -1.27991  -3.26482
C  0.86155  -0.82538  -3.31007
C  -2.52162  -2.19094  -1.62370
C  -3.30861  -2.73079  -2.64757
C  -4.05395  -3.88620  -2.40937
C  -3.99780  -4.49645  -1.14860
C  -3.17726  -3.98157  -0.14066
C  -2.40580  -2.84426  -0.38320
C  -2.71480  0.58812  -2.53825
C  -2.21801  1.89531  -2.73060
C  -3.08867  2.94133  -3.03643
C  -4.46065  2.70318  -3.12353
C  -4.96100  1.41692  -2.91568
C  -4.09884  0.36655  -2.60423
C  3.05069  -0.92304  -1.59418
C  2.83981  -2.21188  -1.06913
C  3.93166  -3.03926  -0.80329
C  5.23022  -2.58726  -1.06160
C  5.43902  -1.29650  -1.56444
C  4.35396  -0.45717  -1.83002
C  2.15740  1.79784  -2.29787
C  2.20018  2.79969  -1.30905
C  2.66909  4.07545  -1.63138
C  3.03528  4.38240  -2.94782
C  2.97764  3.39009  -3.93691
C  2.60076  2.09268  -3.58878
H  -0.75882  -2.08033  -3.92780
H  1.56214  -1.16187  -4.07207
H  -3.34938  -2.24429  -3.62516
H  -4.66961  -4.30070  -3.20958
H  -4.59045  -5.39363  -0.96275
H  -3.12591  -4.46334  0.83848
H  -1.73286  -2.44772  0.38154
H  -1.14069  2.09134  -2.66487
H  -2.69110  3.94367  -3.20019
H  -5.14652  3.52817  -3.32663
H  -6.03573  1.22871  -2.96750
H  -4.51552  -0.60933  -2.37010
H  1.82571  -2.55845  -0.85905
H  3.76583  -4.03488  -0.38657
H  6.08205  -3.23644  -0.85725
H  6.45179  -0.93362  -1.74381
H  4.51613  0.55481  -2.20618
H  1.87939  2.57781  -0.29422
H  2.73664  4.83474  -0.85034
H  3.35506  5.39394  -3.20480
H  3.22772  3.63016  -4.97256
H  2.63175  1.27766  -4.30915
C  0.72677  1.16333  3.62085
Si  -0.94964  0.51997  3.03541
C  -1.17476  -1.13819  3.88460
C  -2.10454  1.78134  3.78955
N  -1.31621  0.33696  1.25365
C  -2.69039  0.41960  1.09194
C  -3.55954  -0.57341  1.63303
C  -4.93545  -0.41777  1.60625
C  -5.49424  0.76083  1.10230
C  -4.66466  1.74594  0.54833
C  -3.29234  1.57022  0.51054
H  0.66247  1.16673  4.71943
H  0.91072  2.19396  3.29210
H  1.56971  0.52672  3.33019
H  -0.62210  -1.09701  4.83846
H  -2.23081  -1.32919  4.12575
H  -0.78176  -1.97308  3.28427
H  -2.09072  2.72024  3.22262
H  -3.14087  1.43032  3.84463
H  -1.75689  1.99262  4.80994
H  -3.10032  -1.45926  2.08078
H  -5.56899  -1.20292  2.02893
H  -6.57059  0.92654  1.15908
H  -5.09926  2.66304  0.14903
H  -2.61963  2.30698  0.07041

Results
Expectation value of S² = 6.0414
Highest occupied orbital energy (spin up / spin down) = -11.350 / -13.495 eV
LUMO (spin up / spin down) = -4.9 / -8.9 eV
Calculated total energy = -2852.7712 hartree
Multiplicity = 5
Relative energy (zero: lowest compared OMol25 entry of this formula, charge and spin) = 0.0 kcal/mol
Charge = +2

Atom charges from the Mulliken analysis, given in e for atoms 1 to 99:
1 Pt 1.5410
2 C 0.0906
3 C 0.2330
4 C -1.3352
5 C -1.1650
6 C 0.1176
7 C -0.9768
8 C -1.1631
9 C -1.2694
10 C -2.1086
11 H 0.5447
12 H 0.3485
13 H 0.4540
14 H 0.2240
15 H 0.4980
16 H 0.3535
17 H 0.9407
18 H 1.0306
19 H 0.4194
20 H 0.3448
21 H 0.5209
22 H 0.3436
23 H 0.4979
24 H 0.5476
25 H 0.7630
26 P 0.2916
27 P -0.3847
28 C -1.3778
29 C -0.8347
30 C 0.8365
31 C -0.4045
32 C -0.8715
33 C -0.7334
34 C -0.6703
35 C -0.8082
36 C 1.6966
37 C -1.3862
38 C -0.1677
39 C -0.8864
40 C -0.8442
41 C -0.6286
42 C 0.8058
43 C -0.4398
44 C -0.7694
45 C -0.5713
46 C -0.6886
47 C -0.3227
48 C 0.8197
49 C -0.4182
50 C -0.7650
51 C -0.6186
52 C -0.6832
53 C -0.7283
54 H 1.2051
55 H 1.2032
56 H 0.3266
57 H 0.4885
58 H 0.4233
59 H 0.4668
60 H 0.4246
61 H 0.0935
62 H 0.4877
63 H 0.4569
64 H 0.4634
65 H 0.4503
66 H 0.3629
67 H 0.4429
68 H 0.4070
69 H 0.4286
70 H 0.4276
71 H 0.2195
72 H 0.4402
73 H 0.4192
74 H 0.4883
75 H 0.9747
76 C -1.2476
77 Si 0.0665
78 C -1.0883
79 C -1.0603
80 N 0.7232
81 C -0.0182
82 C -0.1124
83 C -1.1568
84 C -0.6679
85 C -0.8726
86 C 0.0826
87 H 0.5146
88 H 0.3390
89 H 0.3812
90 H 0.4140
91 H 0.3637
92 H 0.3454
93 H 0.3357
94 H 0.3366
95 H 0.3882
96 H 0.5333
97 H 0.5033
98 H 0.4873
99 H 0.4729

=====

Molecular formula: C44H52HfIN4O4PSe
Method: DFT, ωB97M-V/def2-TZVPD

Element x y z (Å)
Hf  -0.11361  -0.74251  -0.12929
O  4.41058  4.73976  1.02659
C  3.52478  4.42133  1.83357
O  3.25864  4.79311  2.98618
C  2.56748  3.31554  1.30191
C  2.78021  2.73002  0.06461
C  1.96635  1.69138  -0.34877
N  0.95982  1.23998  0.41615
C  0.72554  1.82831  1.60032
C  1.51001  2.86057  2.07418
C  -0.42940  1.27328  2.34154
C  -0.94302  1.84818  3.49360
C  -2.08066  1.30313  4.06377
C  -2.69551  0.21948  3.45642
C  -2.12800  -0.30364  2.31212
N  -0.99984  0.19094  1.78963
C  2.20116  0.94705  -1.60966
C  3.08798  1.38116  -2.58643
C  3.31055  0.58145  -3.69251
C  2.64660  -0.63159  -3.80005
C  1.76457  -0.98414  -2.79724
N  1.54728  -0.21305  -1.73426
H  3.61683  3.09874  -0.51332
H  1.36888  3.32427  3.04113
H  -0.47029  2.71856  3.92309
H  -2.49551  1.73915  4.96291
H  -3.60395  -0.21538  3.84746
H  -2.58255  -1.12946  1.77937
H  3.59277  2.32971  -2.48145
H  3.99856  0.90122  -4.46364
H  2.80044  -1.28945  -4.64317
H  1.20745  -1.91445  -2.83870
I  -6.42094  1.41355  -6.16284
C  -4.98842  1.08493  -4.68058
C  -5.35173  1.18888  -3.34552
C  -4.40147  0.94970  -2.36487
C  -3.09814  0.63295  -2.72129
C  -2.74094  0.54870  -4.06122
C  -3.68847  0.76291  -5.04821
C  -2.09668  0.32798  -1.66641
O  -2.44607  -0.12360  -0.55316
O  -0.85441  0.49012  -1.91017
H  -6.36608  1.44466  -3.07266
H  -4.67225  0.99036  -1.31782
H  -1.71854  0.31136  -4.32408
H  -3.41924  0.68227  -6.09206
C  0.88828  -4.44589  2.74655
C  1.76167  -3.21512  3.04031
C  2.78188  -3.58843  4.12102
C  0.78956  -2.16591  3.60326
P  2.49656  -2.55224  1.43175
N  1.38592  -1.79353  0.60507
C  3.92454  -1.38230  1.83570
C  5.19527  -2.03503  2.39196
C  3.41650  -0.34828  2.85260
C  4.30214  -0.60512  0.55928
C  3.15314  -3.99043  0.41082
C  1.97610  -4.67461  -0.30009
C  4.06108  -3.44384  -0.70067
C  3.94696  -5.03588  1.20303
H  0.31642  -4.66804  3.65201
H  1.46898  -5.33477  2.51029
H  0.17328  -4.25414  1.94602
H  2.24276  -4.06972  4.94157
H  3.28926  -2.71981  4.53677
H  3.53315  -4.29367  3.76858
H  0.31241  -2.59143  4.49041
H  0.01221  -1.95019  2.87287
H  1.26420  -1.23304  3.89644
H  5.02770  -2.61293  3.29732
H  5.90049  -1.23652  2.63847
H  5.68265  -2.67454  1.65781
H  3.27579  -0.76989  3.84569
H  2.48116  0.10516  2.52300
H  4.15740  0.44939  2.93881
H  5.10474  -1.08667  0.00642
H  4.64618  0.39434  0.83304
H  3.44715  -0.50136  -0.10136
H  1.37365  -3.95170  -0.84887
H  1.31586  -5.21304  0.37279
H  2.38420  -5.39502  -1.01409
H  3.58918  -2.62560  -1.24658
H  4.25240  -4.25397  -1.40863
H  5.02473  -3.10691  -0.32637
H  3.33408  -5.57625  1.92060
H  4.79623  -4.60715  1.73235
H  4.34093  -5.77182  0.49667
C  -7.54159  -2.56851  0.21600
C  -6.04991  -2.74810  0.12333
C  -5.39726  -2.74025  -1.10107
C  -4.01933  -2.90258  -1.20146
C  -3.38543  -2.99735  -2.55923
C  -3.26500  -3.03882  -0.03192
Se  -1.34536  -3.16227  -0.09830
C  -3.90754  -3.12882  1.21039
C  -3.16548  -3.45981  2.47975
C  -5.28912  -2.96596  1.26434
H  -7.96743  -2.31126  -0.75334
H  -7.80020  -1.77595  0.92022
H  -8.02636  -3.48334  0.56249
H  -5.97630  -2.61649  -2.01089
H  -4.11356  -2.79612  -3.34554
H  -2.97195  -3.99753  -2.71008
H  -2.55588  -2.30711  -2.66692
H  -2.23372  -2.90158  2.58107
H  -2.88701  -4.51675  2.48538
H  -3.79246  -3.27117  3.35179
H  -5.78402  -3.02222  2.22937

Results
Highest occupied orbital energy = -7.936 eV
LUMO = -1.1 eV
Calculated total energy = -5316.6132 hartree
Relative energy (zero: lowest compared OMol25 entry of this formula, charge and spin) = 0.0 kcal/mol
Charge = 0

Atom charges from the Mulliken analysis, given in e for atoms 1 to 99:
1 Hf 1.9256
2 O -0.7260
3 C 0.3139
4 O -0.7234
5 C -1.0751
6 C -1.1147
7 C 1.1864
8 N 0.6574
9 C 0.8012
10 C -0.9002
11 C 0.3283
12 C -0.7298
13 C -1.0539
14 C -0.7612
15 C -0.7170
16 N 0.7603
17 C 0.2477
18 C -0.8705
19 C -0.7486
20 C -0.9993
21 C -0.6050
22 N 0.3431
23 H 0.6082
24 H 0.6740
25 H 0.5487
26 H 0.4541
27 H 0.5974
28 H 0.7634
29 H 0.5532
30 H 0.4598
31 H 0.5268
32 H 0.5302
33 I 0.0973
34 C -0.1298
35 C -0.5996
36 C -0.2000
37 C 0.3718
38 C -0.4859
39 C -0.5166
40 C 0.0555
41 O -0.3831
42 O -0.6748
43 H 0.4169
44 H 0.4477
45 H 0.4561
46 H 0.4053
47 C -1.8434
48 C 2.6938
49 C -2.0359
50 C -1.8056
51 P -0.7162
52 N -0.0886
53 C 2.9262
54 C -1.9536
55 C -1.9138
56 C -2.1503
57 C 2.2285
58 C -1.5180
59 C -1.9147
60 C -1.8693
61 H 0.6277
62 H 0.3260
63 H -0.0103
64 H 0.5351
65 H 0.3719
66 H 0.2783
67 H 0.7404
68 H -0.0538
69 H 0.1866
70 H 0.2834
71 H 0.5341
72 H 0.3796
73 H 0.2417
74 H 0.2474
75 H 0.7344
76 H 0.3417
77 H 0.6723
78 H 0.4701
79 H -0.0023
80 H 0.3183
81 H 0.5770
82 H 0.1799
83 H 0.7045
84 H 0.2154
85 H 0.2935
86 H 0.2941
87 H 0.5186
88 C -1.6340
89 C 0.4855
90 C -0.8471
91 C 0.4193
92 C -1.5293
93 C 1.0484
94 Se -0.1634
95 C 0.5105
96 C -1.0832
97 C -1.0935
98 H 0.3535
99 H 0.3573

=====

- Among the records above, which one has the highest charge?
  C44H51NP2PtSi